Formula: C43H62F20N7O
Source: the OMol25 dataset
Level of theory: the ωB97M-V functional and the def2-TZVPD basis

ORCA input file:
```
! RIJCOSX wB97M-V def2-TZVPD def2/J DEFGRID3
* xyz 1 1
C -2.427 -4.268 7.993
C -3.435 -3.063 7.709
O -3.554 -2.170 8.593
N -4.294 -2.916 6.513
C -5.323 -4.032 6.598
C -3.478 -3.067 5.241
C -2.504 -1.813 5.095
C -1.468 -1.901 3.862
C -0.827 -3.351 3.623
C -1.226 -4.072 2.254
C -2.748 -3.870 1.771
C -2.925 -3.335 0.280
N -2.082 -2.099 -0.043
C -2.810 -0.861 0.306
F -3.549 -0.496 -0.866
F -2.031 0.248 0.619
F -3.769 -0.989 1.316
C -0.659 -2.202 0.426
C 0.310 -2.057 -0.874
C 0.239 -0.624 -1.581
C 1.503 0.260 -1.151
F 1.808 -0.107 0.211
F 2.601 -0.183 -1.922
C 1.273 1.834 -1.135
F 2.215 2.458 -0.262
F 0.010 2.047 -0.484
C 1.157 2.546 -2.555
F 0.437 3.762 -2.321
F 0.308 1.819 -3.451
C 2.529 2.786 -3.337
F 2.481 2.031 -4.553
F 3.684 2.349 -2.669
C 2.805 4.301 -3.795
F 4.146 4.296 -4.297
F 2.847 5.214 -2.702
C 1.895 4.812 -5.017
F 2.635 4.499 -6.202
F 0.664 4.145 -5.149
C 1.660 6.387 -5.028
F 0.845 6.819 -3.938
F 2.918 7.046 -4.881
C 0.993 6.986 -6.357
F 0.506 6.048 -7.264
F 1.891 7.908 -6.948
F -0.129 7.778 -5.974
C -0.286 -3.685 1.000
H -1.897 -4.060 8.991
H -1.609 -4.217 7.185
H -2.931 -5.300 7.977
H -5.498 -4.539 5.594
H -5.044 -4.840 7.348
H -6.293 -3.519 6.938
H -2.957 -4.079 5.327
H -4.268 -3.139 4.404
H -3.182 -0.904 4.885
H -1.913 -1.555 6.035
H -1.884 -1.518 2.874
H -0.604 -1.188 4.135
H 0.318 -3.196 3.583
H -0.983 -4.082 4.500
H -1.062 -5.202 2.421
H -3.235 -4.916 1.790
H -3.392 -3.224 2.449
H -2.575 -4.135 -0.471
H -4.014 -3.102 -0.013
H -2.030 -2.112 -1.091
H -0.361 -1.494 1.262
H -0.088 -2.827 -1.657
H 1.380 -2.414 -0.642
H -0.762 -0.087 -1.499
H 0.381 -0.823 -2.711
H 0.777 -3.598 1.407
H -0.327 -4.483 0.172
C 6.521 4.652 -0.474
C 5.203 4.071 0.029
C 5.219 3.767 1.528
C 6.287 2.758 1.833
N 7.123 1.966 2.071
H 7.347 3.948 -0.344
H 6.453 4.879 -1.540
H 6.769 5.576 0.056
H 4.982 3.157 -0.532
H 4.398 4.781 -0.183
H 4.251 3.367 1.841
H 5.411 4.677 2.103
C -2.622 -6.917 -3.852
C -3.551 -5.739 -4.124
C -2.796 -4.448 -4.455
C -1.921 -4.059 -3.301
N -1.232 -3.753 -2.392
H -1.988 -6.738 -2.979
H -3.203 -7.820 -3.650
H -1.975 -7.114 -4.712
H -4.190 -5.581 -3.249
H -4.208 -5.990 -4.961
H -3.502 -3.638 -4.654
H -2.174 -4.582 -5.344
C 2.543 3.788 5.552
C 1.810 3.794 4.215
C 0.436 3.123 4.285
C 0.588 1.688 4.696
N 0.709 0.562 5.016
H 2.750 2.771 5.894
H 3.503 4.301 5.461
H 1.957 4.297 6.323
H 2.431 3.288 3.468
H 1.684 4.828 3.882
H -0.054 3.164 3.309
H -0.205 3.635 5.008
C 5.858 0.410 -3.298
C 7.129 -0.226 -2.745
C 7.689 -1.321 -3.655
C 6.679 -2.419 -3.811
N 5.886 -3.281 -3.933
H 5.048 -0.318 -3.385
H 5.512 1.202 -2.633
H 6.037 0.847 -4.285
H 6.917 -0.640 -1.754
H 7.888 0.551 -2.613
H 8.604 -1.737 -3.225
H 7.933 -0.915 -4.641
C -7.308 3.118 -2.098
C -6.024 2.494 -1.563
C -5.469 1.398 -2.476
C -6.471 0.289 -2.612
N -7.256 -0.581 -2.716
H -8.114 2.384 -2.169
H -7.651 3.912 -1.431
H -7.149 3.552 -3.090
H -6.217 2.083 -0.567
H -5.269 3.277 -1.447
H -4.544 0.993 -2.058
H -5.244 1.801 -3.467
*
```

Lowest unoccupied orbital energy ... -2.445 eV
E ... -4131.01885 a.u.
Gap between HOMO and LUMO ... 8.66 eV
Molar mass ... 1073.0 g mol⁻¹

Formula: C43H63AsCdN3OSSb2Si2
Source: the OMol25 dataset
Level of theory: the ωB97M-V functional and the def2-TZVPD basis

ORCA input file:
```
! RIJCOSX wB97M-V def2-TZVPD def2/J DEFGRID3
* xyz 1 1
Cd 1.480 -0.226 0.086
C -3.019 -1.423 0.387
C -3.250 -1.356 -1.122
C -2.014 -0.951 -1.928
Sb -1.878 1.214 -2.100
C -0.373 1.207 -3.672
C 0.617 2.186 -3.634
C 1.635 2.221 -4.579
C 1.667 1.271 -5.589
C 0.671 0.306 -5.657
C -0.342 0.280 -4.708
C -3.510 1.479 -3.488
C -4.206 2.682 -3.423
C -5.207 2.972 -4.338
C -5.515 2.063 -5.340
C -4.832 0.857 -5.407
C -3.841 0.565 -4.481
Sb -2.435 0.480 1.273
C -3.122 0.000 3.282
C -3.686 -1.202 3.691
C -4.063 -1.402 5.016
C -3.873 -0.398 5.952
C -3.309 0.810 5.557
C -2.939 1.002 4.236
C -4.336 1.377 0.848
C -4.390 2.593 0.180
C -5.610 3.204 -0.075
C -6.785 2.598 0.340
C -6.739 1.387 1.017
C -5.518 0.783 1.276
H -2.245 -2.161 0.620
H -3.947 -1.732 0.870
H -4.069 -0.658 -1.327
H -3.590 -2.343 -1.454
H -2.057 -1.384 -2.929
H -1.105 -1.327 -1.443
H 0.578 2.957 -2.873
H 2.392 2.994 -4.532
H 2.455 1.288 -6.329
H 0.683 -0.428 -6.453
H -1.115 -0.475 -4.788
H -3.969 3.400 -2.646
H -5.748 3.907 -4.272
H -6.287 2.290 -6.063
H -5.072 0.142 -6.183
H -3.337 -0.392 -4.543
H -3.850 -2.001 2.976
H -4.510 -2.343 5.310
H -4.173 -0.550 6.980
H -3.156 1.598 6.283
H -2.515 1.953 3.927
H -3.471 3.077 -0.132
H -5.642 4.154 -0.594
H -7.738 3.071 0.143
H -7.654 0.916 1.349
H -5.491 -0.150 1.828
C 6.026 -2.621 1.920
Si 4.298 -1.888 2.175
C 4.303 -0.909 3.801
C 3.073 -3.326 2.346
As 3.902 -0.820 0.079
Si 4.434 1.397 0.720
C 4.010 2.419 -0.835
C 6.296 1.561 1.021
C 3.477 2.078 2.225
H 6.325 -3.283 2.733
H 6.772 -1.828 1.840
H 6.053 -3.189 0.989
H 4.473 -1.583 4.642
H 3.349 -0.408 3.958
H 5.091 -0.156 3.818
H 3.221 -3.874 3.279
H 3.197 -4.027 1.520
H 2.050 -2.954 2.321
H 4.829 2.331 -1.552
H 3.871 3.481 -0.628
H 3.111 2.037 -1.329
H 6.835 1.070 0.208
H 6.599 1.087 1.955
H 6.613 2.604 1.055
H 3.316 3.156 2.157
H 4.040 1.899 3.141
H 2.518 1.567 2.343
O 0.980 -0.598 2.499
S -0.121 -0.567 3.537
C 0.706 -0.208 5.132
C 1.073 -1.548 5.747
C -0.140 -2.438 5.486
C -0.413 -2.318 3.995
H -0.049 0.308 5.729
H 1.543 0.459 4.937
H 1.289 -1.459 6.811
H 1.950 -1.963 5.245
H -0.998 -2.074 6.058
H 0.047 -3.473 5.771
H -1.433 -2.567 3.715
H 0.290 -2.905 3.407
N 0.710 2.706 0.353
C -0.284 3.659 0.675
C -0.796 4.516 -0.296
C -1.759 5.456 0.039
C -2.225 5.550 1.341
C -1.733 4.684 2.306
C -0.771 3.743 1.978
H 1.316 2.550 1.148
H 1.263 2.997 -0.443
H -0.419 4.463 -1.311
H -2.137 6.125 -0.724
H -2.958 6.301 1.605
H -2.089 4.754 3.325
H -0.361 3.088 2.740
N 2.713 -2.239 -2.549
N 1.635 -1.302 -2.653
H 3.117 -2.439 -3.460
H 2.344 -3.108 -2.185
H 0.925 -1.625 -3.305
H 2.020 -0.454 -3.058
*
```

Relative energy (zero: lowest compared OMol25 entry of this formula, charge and spin) ... 114.83 kJ/mol
Lowest unoccupied orbital energy ... -3.456 eV
E ... -5776.77716 a.u.
Gap between HOMO and LUMO ... 6.84 eV
Molar mass ... 1157.1 g mol⁻¹

Formula: C43H63BGe2LaN4P2S2Te
Source: the OMol25 dataset
Level of theory: the ωB97M-V functional and the def2-TZVPD basis

ORCA input file:
```
! RIJCOSX wB97M-V def2-TZVPD def2/J DEFGRID3
* xyz -2 2
La -5.806 -1.133 19.668
C -0.804 -2.170 21.868
C -1.774 -2.047 20.641
C -0.951 -1.992 19.338
C -2.619 -3.384 20.460
P -3.056 -0.652 20.758
C -3.116 -0.443 22.692
N -4.369 0.073 23.132
B -5.732 -0.397 22.788
N -6.591 0.645 23.330
C -8.020 0.834 22.976
P -8.182 0.826 21.103
C -8.489 2.712 20.587
C -9.619 3.466 21.268
C -8.632 2.793 19.016
C -7.103 3.338 20.885
C -9.850 -0.097 21.183
C -10.399 -0.140 19.746
C -9.643 -1.548 21.650
C -10.878 0.597 22.097
C -5.854 1.387 24.213
C -6.190 2.274 25.217
C -5.144 2.887 25.982
C -3.817 2.537 25.779
C -3.440 1.566 24.865
C -4.468 1.008 24.125
C -2.297 1.072 20.265
C -3.298 2.225 20.605
C -0.941 1.338 20.936
C -2.001 1.052 18.741
H 0.087 -2.717 21.579
H -1.371 -2.699 22.625
H -0.540 -1.203 22.322
H -0.493 -2.976 19.060
H -0.118 -1.313 19.285
H -1.597 -1.841 18.484
H -2.070 -4.289 20.603
H -2.996 -3.374 19.433
H -3.458 -3.454 21.197
H -2.262 0.184 23.000
H -2.922 -1.448 23.046
H -8.405 1.845 23.339
H -8.740 0.140 23.404
H -10.517 3.032 20.967
H -9.620 4.567 21.074
H -9.573 3.302 22.430
H -9.555 2.327 18.717
H -7.780 2.249 18.485
H -8.696 3.817 18.752
H -6.657 3.006 21.814
H -7.237 4.434 20.864
H -6.382 3.245 20.058
H -9.675 -0.546 19.050
H -10.731 0.826 19.329
H -11.238 -0.827 19.717
H -9.376 -2.217 20.763
H -10.504 -2.010 22.145
H -8.778 -1.693 22.261
H -11.086 1.593 21.637
H -10.484 0.766 23.104
H -11.765 -0.031 22.187
H -7.227 2.526 25.420
H -5.406 3.562 26.826
H -3.193 3.144 26.373
H -2.423 1.227 24.645
H -3.281 2.445 21.679
H -4.309 1.991 20.207
H -2.968 3.115 20.014
H -1.000 1.796 21.983
H -0.492 2.138 20.318
H -0.286 0.474 20.858
H -2.918 0.920 18.160
H -1.300 0.287 18.413
H -1.683 2.085 18.408
S -6.175 -2.458 17.112
C -6.614 -0.843 16.755
S -5.649 0.506 17.315
C -7.722 -0.528 15.947
C -8.513 0.636 16.106
N -9.232 1.550 16.160
C -7.995 -1.308 14.796
N -8.198 -1.914 13.803
Te -6.191 -2.535 22.543
C -8.171 -8.502 22.166
Ge -7.130 -6.857 22.452
C -7.334 -6.020 24.205
C -5.269 -7.107 21.893
Ge -7.556 -5.288 20.455
C -6.872 -6.379 18.872
C -7.724 -7.296 18.366
C -7.354 -7.978 17.211
C -6.052 -8.010 16.795
C -5.103 -7.251 17.539
C -5.545 -6.307 18.453
C -9.600 -5.363 20.127
C -10.556 -5.397 21.158
C -11.913 -5.427 20.893
C -12.348 -5.462 19.544
C -11.364 -5.319 18.501
C -10.022 -5.105 18.816
H -9.092 -8.515 22.817
H -7.673 -9.449 22.432
H -8.437 -8.540 21.102
H -6.399 -5.757 24.695
H -7.945 -6.615 24.832
H -7.937 -5.119 24.028
H -4.707 -7.306 22.841
H -4.927 -6.112 21.535
H -5.102 -7.936 21.194
H -8.631 -7.499 18.914
H -8.167 -8.558 16.705
H -5.743 -8.539 15.929
H -4.012 -7.308 17.275
H -4.961 -5.479 18.818
H -10.192 -5.363 22.178
H -12.635 -5.489 21.711
H -13.386 -5.500 19.195
H -11.783 -5.237 17.498
H -9.254 -4.768 18.044
*
```

Relative energy (zero: lowest compared OMol25 entry of this formula, charge and spin) ... 0.00 kJ/mol
Lowest unoccupied orbital energy (alpha / beta) ... 3.693 / 3.692 eV
E ... -7852.74114 a.u.
Gap between HOMO and LUMO (alpha / beta) ... 3.92 / 4.45 eV
Molar mass ... 1184.6 g mol⁻¹

Formula: C43H64CrGeN6P3S
Source: the OMol25 dataset
Level of theory: the ωB97M-V functional and the def2-TZVPD basis

ORCA input file:
```
! RIJCOSX wB97M-V def2-TZVPD def2/J DEFGRID3
* xyz 2 6
Cr 1.055 -0.797 0.013
C -3.482 -3.684 -1.175
C -2.273 -2.860 -1.614
C -2.730 -1.576 -2.323
P -1.072 -2.451 -0.267
C -2.133 -1.478 0.933
N -2.329 -0.073 0.601
Ge -0.663 0.990 0.043
N -0.912 1.598 -1.728
C -0.191 1.006 -2.840
P 1.081 -0.268 -2.395
C 0.758 -1.614 -3.631
C 0.399 -1.181 -5.057
C 1.900 -2.633 -3.675
C 2.664 0.574 -2.831
C 2.827 1.771 -1.882
C 2.869 1.011 -4.282
C -1.514 2.833 -1.974
C -1.493 3.509 -3.196
C -2.004 4.800 -3.290
C -2.535 5.442 -2.182
C -2.623 4.754 -0.980
C -2.158 3.457 -0.904
N -2.337 2.574 0.249
C -3.585 1.860 0.163
C -4.775 2.449 -0.195
C -5.957 1.718 -0.134
C -5.953 0.377 0.293
C -4.779 -0.249 0.595
C -3.539 0.462 0.486
C -2.149 3.219 1.545
C -3.104 4.007 2.163
C -2.796 4.677 3.334
C -1.516 4.554 3.854
C -0.569 3.737 3.253
C -0.880 3.013 2.096
N -0.051 2.096 1.460
C 1.202 1.680 2.073
P 1.127 -0.129 2.522
C 2.662 -0.337 3.533
C 3.923 -0.084 2.710
C 2.740 -1.716 4.189
C -0.241 -0.034 3.805
C -0.818 -1.356 4.335
C 0.158 0.810 5.024
C -0.896 -4.035 0.667
C 0.110 -3.922 1.812
C -0.426 -5.116 -0.316
H -4.082 -3.936 -2.052
H -4.130 -3.116 -0.502
H -3.214 -4.618 -0.685
H -1.686 -3.454 -2.320
H -3.570 -1.122 -1.793
H -3.068 -1.799 -3.337
H -1.944 -0.824 -2.388
H -1.560 -1.528 1.856
H -3.072 -1.993 1.097
H 0.333 1.780 -3.406
H -0.888 0.537 -3.536
H -0.121 -2.103 -3.199
H 1.232 -0.697 -5.560
H -0.466 -0.522 -5.117
H 0.155 -2.078 -5.631
H 2.783 -2.206 -4.160
H 1.591 -3.496 -4.267
H 2.192 -2.989 -2.690
H 3.425 -0.175 -2.600
H 2.116 2.567 -2.121
H 3.829 2.200 -1.974
H 2.647 1.507 -0.832
H 2.017 1.566 -4.680
H 3.064 0.165 -4.936
H 3.737 1.672 -4.340
H -1.074 3.041 -4.075
H -1.974 5.311 -4.244
H -2.897 6.458 -2.253
H -3.047 5.239 -0.108
H -4.791 3.481 -0.518
H -6.891 2.195 -0.400
H -6.885 -0.167 0.372
H -4.799 -1.283 0.898
H -4.095 4.105 1.737
H -3.537 5.298 3.819
H -1.246 5.104 4.747
H 0.418 3.677 3.687
H 1.428 2.254 2.965
H 2.041 1.829 1.388
H 2.599 0.431 4.306
H 4.047 -0.878 1.976
H 4.795 -0.098 3.368
H 3.911 0.887 2.206
H 2.696 -2.513 3.440
H 1.948 -1.879 4.916
H 3.689 -1.813 4.721
H -1.033 0.494 3.266
H -0.049 -2.008 4.747
H -1.382 -1.932 3.606
H -1.511 -1.126 5.147
H 0.760 0.224 5.721
H -0.750 1.113 5.549
H 0.702 1.720 4.784
H -1.874 -4.297 1.079
H 1.108 -3.681 1.438
H 0.180 -4.882 2.327
H -0.167 -3.175 2.554
H 0.520 -4.825 -0.782
H -1.146 -5.321 -1.107
H -0.252 -6.050 0.221
S 2.910 -2.369 -0.167
C 4.527 -1.943 -0.477
N 4.954 -0.653 -0.481
C 6.248 -0.301 -0.637
C 7.176 -1.268 -0.838
C 6.690 -2.584 -0.897
N 5.427 -2.913 -0.726
H 4.257 0.063 -0.328
H 6.472 0.756 -0.598
H 8.222 -1.032 -0.958
H 7.367 -3.407 -1.104
*
```

Relative energy (zero: lowest compared OMol25 entry of this formula, charge and spin) ... 12.95 kJ/mol
Lowest unoccupied orbital energy (alpha / beta) ... -5.089 / -7.086 eV
E ... -6548.68675 a.u.
Gap between HOMO and LUMO (alpha / beta) ... 7.02 / 5.04 eV
Molar mass ... 914.6 g mol⁻¹

> Which of these has the lowest molar mass?

C43H64CrGeN6P3S